(1)
The following is a quantum chemistry calculation of C15H23ClN4O4S in the gas phase, from OMol25.

Calculated values
**SMILES**: CO[C@@]1(C(=O)NC[C@H](CO)NC(=O)Cc2cc(Cl)n(C)n2)CCSC1
**HOMO**: -8.43 eV
**Gap between HOMO and LUMO**: 8.92 eV
**2S+1**: 1
**Relative energy (zero: lowest compared OMol25 entry of this formula, charge and spin)**: 27.4 kJ/mol

Geometry (Å):
C1 -0.08921 1.85155 1.29020
O1 -0.92919 0.71188 1.12234
C2 -2.03063 0.89694 0.24441
C3 -1.57457 0.88268 -1.22623
O2 -2.23482 1.39488 -2.11179
N1 -0.42761 0.19833 -1.42711
C4 0.19408 0.05331 -2.72146
C5 1.67847 0.39857 -2.64695
C6 2.36658 0.24199 -3.99202
O3 1.69403 1.07384 -4.92033
N2 2.34445 -0.43586 -1.66024
C7 2.81450 0.05468 -0.47464
O4 2.88730 1.24040 -0.22902
C8 3.19139 -1.01361 0.54388
C9 1.95726 -1.46106 1.26833
C10 1.02183 -2.44670 0.89560
C11 0.06894 -2.37826 1.88423
Cl1 -1.35695 -3.29830 2.08570
N3 0.43730 -1.42544 2.75730
C12 -0.29313 -0.89728 3.89006
N4 1.59295 -0.85229 2.38748
C13 -2.97283 -0.28143 0.49711
C14 -3.58780 -0.06860 1.87652
S1 -3.77142 1.73665 2.08870
C15 -2.86225 2.13120 0.56383
H1 0.83627 1.49454 1.73396
H2 0.14812 2.32052 0.33105
H3 -0.55686 2.58320 1.95339
H4 0.01511 -0.19611 -0.60946
H5 0.07506 -0.97224 -3.09511
H6 -0.31362 0.71703 -3.41744
H7 1.78971 1.42609 -2.30091
H8 3.41759 0.52447 -3.88018
H9 2.32643 -0.81063 -4.30618
H10 2.16488 1.05893 -5.75766
H11 2.25928 -1.43559 -1.75326
H12 3.67235 -1.86207 0.05329
H13 3.88646 -0.56679 1.24991
H14 1.03823 -3.12988 0.06363
H15 0.42385 -0.63571 4.66305
H16 -0.85428 -0.01269 3.58732
H17 -0.97642 -1.65522 4.26380
H18 -3.74372 -0.26760 -0.27488
H19 -2.43087 -1.22660 0.43626
H20 -4.56182 -0.54542 1.96574
H21 -2.93410 -0.45517 2.65596
H22 -2.25814 3.02267 0.71510
H23 -3.54221 2.31617 -0.26331

Here are the natural (NBO) charges for atoms 1 to 6, given in e: atom 1 (C): -0.27, atom 2 (O): -0.58, atom 3 (C): 0.18, atom 4 (C): 0.67, atom 5 (O): -0.63, atom 6 (N): -0.63



(2)
The following is a quantum chemistry calculation of a molecular structure, C15H23IN2NiOSi, from OMol25.

Calculated values
**HOMO (spin up / spin down)**: -4.70 / -7.87 eV
**Gap between HOMO and LUMO (spin up / spin down)**: 4.48 / 7.55 eV
**2S+1**: 3
**Relative energy (zero: lowest compared OMol25 entry of this formula, charge and spin)**: 0.0 kJ/mol

Geometry (Å):
C1 -0.14100 1.84015 2.04127
C2 0.66468 -1.00275 0.72638
H1 0.90139 1.87421 1.67308
H2 -0.36417 2.73705 2.64921
H3 -0.82158 1.78924 1.17479
H4 0.49739 -2.06668 0.48116
H5 1.06747 -1.01275 1.74625
H6 -0.28057 -0.41969 0.76010
C3 0.61536 2.08348 -2.19769
C4 0.28038 3.06478 -3.12855
C5 -0.10498 2.68499 -4.42474
C6 -0.20689 1.34028 -4.77324
H7 0.92978 2.29207 -1.16953
H8 0.32792 4.10847 -2.84140
H9 -0.34412 3.43214 -5.17401
H10 -0.57086 0.99544 -5.74214
N1 0.57111 0.77518 -2.56065
C7 0.13438 0.38667 -3.80573
C8 -0.07065 -1.04465 -3.92327
N2 0.19069 -1.72811 -2.75323
C9 -0.14931 -3.03513 -2.60071
C10 -0.94744 -3.04633 -4.89031
C11 -0.73135 -3.70115 -3.67254
H11 0.03857 -3.47592 -1.62265
H12 -1.02937 -4.73703 -3.54193
C12 -0.62525 -1.69558 -5.02150
H13 -0.82362 -1.11200 -5.92892
H14 -1.38365 -3.56170 -5.74408
Ni1 1.02870 -0.71345 -1.50556
I1 2.61145 0.07564 0.13962
C13 -1.64680 1.00200 5.12341
Si1 -0.12014 0.28065 4.34162
C14 1.45835 1.11936 4.89677
C15 -0.02169 -1.58044 4.40355
O1 -0.35060 0.63944 2.75676
H15 -1.65751 0.88861 6.21334
H16 -2.54697 0.51171 4.72000
H17 -1.73946 2.07479 4.89070
H18 1.65459 0.91220 5.95705
H19 2.32476 0.76292 4.31972
H20 1.39715 2.20930 4.76751
H21 -0.89952 -2.03235 3.91662
H22 0.86940 -1.96416 3.88638
H23 0.01398 -1.95091 5.43714

Here are the natural (NBO) charges for atoms 1 to 6, given in e: atom 1 (C): -0.25, atom 2 (C): -0.80, atom 3 (H): 0.18, atom 4 (H): 0.17, atom 5 (H): 0.19, atom 6 (H): 0.22



(3)
The following is a quantum chemistry calculation of C15H23N3O3 in the gas phase, from OMol25.

Calculated values
**SMILES**: NCCCC[C@H](NC(=O)[C@@H](N)Cc1ccccc1)C(=O)O
**HOMO**: -9.17 eV
**Gap between HOMO and LUMO**: 9.42 eV
**2S+1**: 1
**Relative energy (zero: lowest compared OMol25 entry of this formula, charge and spin)**: 454.0 kJ/mol

Geometry (Å):
N1 -6.07722 -2.59375 -0.70846
C1 -5.33052 -1.92950 0.39378
C2 -4.76068 -0.45145 0.22619
C3 -3.37060 -0.18512 -0.37423
C4 -3.01413 1.25517 -0.13593
C5 -1.50785 1.42712 -0.22775
N2 -0.92171 1.04174 1.06915
C6 0.30618 0.54693 1.53214
O1 0.50778 0.72604 2.65965
C7 1.27296 -0.08918 0.52874
N3 1.54535 0.69604 -0.66080
C8 2.69136 -0.42230 1.37739
C9 3.98040 -0.48636 0.50131
C10 4.01731 -1.01136 -0.72001
C11 5.16765 -1.15098 -1.55275
C12 6.38497 -0.66076 -1.06408
C13 6.39325 -0.17991 0.22929
C14 5.22347 0.01689 0.93609
C15 -1.01468 2.80400 -0.56427
O2 -1.81923 3.78826 -0.82547
O3 0.29081 2.88515 -0.57067
H1 -5.57009 -2.86828 -1.54372
H2 -6.86095 -1.98546 -1.00351
H3 -4.43620 -2.69746 0.71281
H4 -5.95844 -1.92664 1.22306
H5 -4.90206 -0.13969 1.31735
H6 -5.44631 0.13997 -0.37245
H7 -3.45455 -0.34629 -1.48035
H8 -2.71906 -0.90584 0.12862
H9 -3.38421 1.93204 -0.97930
H10 -3.41350 1.60811 0.85938
H11 -1.07318 0.70436 -0.95541
H12 -1.20877 1.69925 1.79705
H13 0.73620 -0.96409 0.11265
H14 2.02962 1.58175 -0.61875
H15 1.84575 0.18431 -1.52621
H16 2.49751 -1.45684 1.75489
H17 2.85536 0.25323 2.21420
H18 3.17034 -1.28467 -1.22544
H19 5.02585 -1.36901 -2.59829
H20 7.20162 -0.60325 -1.74480
H21 7.40203 -0.07349 0.74447
H22 5.28271 0.70213 1.75972
H23 0.41542 1.78922 -0.62526

Here are the natural (NBO) charges for atoms 1 to 6, given in e: atom 1 (N): -0.85, atom 2 (C): -0.20, atom 3 (C): -0.41, atom 4 (C): -0.42, atom 5 (C): -0.40, atom 6 (C): -0.17